No. 1
The following is a DFT calculation (ωB97M-V with the def2-TZVPD basis set) of a 3-piece molecular cluster, C3H10O3S overall in a non-equilibrium geometry.

Summary:
energy above the lowest of the compared OMol25 structures with the same formula, charge and spin: 22.91 kcal/mol
DFT total energy: -20249.7732 eV
SMILES string: O=CCCS.O.O
lowest unoccupied orbital energy: 0.01486 Ha

Atoms and positions in Å:
O -0.173 0.992 1.837
C 0.462 0.790 0.845
C -0.102 0.430 -0.545
C -1.467 1.106 -0.637
S -2.059 1.066 -2.370
H 1.538 1.038 0.763
H -0.140 -0.665 -0.663
H 0.606 0.674 -1.338
H -2.143 0.676 0.096
H -1.370 2.140 -0.278
H -1.788 -0.266 -2.459
O -1.010 -2.689 -0.137
H -0.706 -2.281 0.688
H -1.644 -3.348 0.157
O 3.589 0.312 1.424
H 3.716 -0.539 0.985
H 2.691 0.566 1.632

natural (NBO) population analysis, charges in e, atoms 1 to 8:
1 O -0.5161
2 C 0.4508
3 C -0.5453
4 C -0.5116
5 S -0.0358
6 H 0.0861
7 H 0.2541
8 H 0.2323

No. 2
The following is a DFT calculation (ωB97M-V with the def2-TZVPD basis set) of a 3-piece molecular cluster, C3H10O3S overall in a non-equilibrium geometry.

Summary:
energy above the lowest of the compared OMol25 structures with the same formula, charge and spin: 28.72 kcal/mol
DFT total energy: -20249.5212 eV
SMILES string: O=CCCS.O.O
lowest unoccupied orbital energy: 0.01611 Ha

Atoms and positions in Å:
O 1.118 -1.782 0.540
C 1.112 -1.134 -0.453
C 0.801 0.390 -0.495
C 1.855 1.350 -0.275
S 1.094 3.021 -0.070
H 1.244 -1.565 -1.406
H -0.047 0.452 0.178
H 0.383 0.625 -1.554
H 2.518 1.305 0.612
H 2.609 1.290 -1.166
H 0.299 2.869 1.027
O -2.319 1.244 1.822
H -2.464 0.642 2.592
H -2.915 0.939 1.158
O -1.716 -3.123 -1.206
H -2.556 -3.523 -0.783
H -1.015 -3.000 -0.520

natural (NBO) population analysis, charges in e, atoms 1 to 8:
1 O -0.5194
2 C 0.4639
3 C -0.5418
4 C -0.5072
5 S -0.0711
6 H 0.1031
7 H 0.2442
8 H 0.2182

No. 3
The following is a DFT calculation (ωB97M-V with the def2-TZVPD basis set) of a 2-piece molecular cluster, C3H10OS overall in a non-equilibrium geometry.

Summary:
energy above the lowest of the compared OMol25 structures with the same formula, charge and spin: 38.32 kcal/mol
DFT total energy: -16154.2038 eV
SMILES string: CCO.CS
lowest unoccupied orbital energy: 0.02895 Ha

Atoms and positions in Å:
C 1.515 -0.026 0.729
C 1.187 1.444 0.715
O 0.717 1.996 2.054
H 2.331 -0.247 1.544
H 1.981 -0.298 -0.198
H 0.541 -0.603 0.966
H 2.211 1.894 0.450
H 0.325 1.713 0.195
H 0.993 1.300 2.708
C -2.221 -0.739 -1.364
S -1.766 -2.539 -1.347
H -2.217 -0.391 -0.279
H -3.146 -0.680 -1.950
H -1.267 -0.435 -1.760
H -1.184 -2.389 -2.464

natural (NBO) population analysis, charges in e, atoms 1 to 8:
1 C -0.6458
2 C -0.0744
3 O -0.7391
4 H 0.2070
5 H 0.2247
6 H 0.2124
7 H 0.1663
8 H 0.1901

Result set for HOMO-LUMO gap: 0.351, 0.349, 0.366 Eh, one per record in the order listed.